(1)
ORCA calculation (the ωB97M-V functional and the def2-TZVPD basis) on a structure of composition C44H61NO3P2PdS2Si.

Cartesian coordinates (Å):
Pd  0.138  0.150  -0.716
C  -1.556  -3.313  -2.064
Si  -0.663  -2.038  -0.921
C  0.478  -3.161  0.167
C  0.462  -4.558  0.119
C  1.263  -5.338  0.941
C  2.087  -4.723  1.872
C  2.125  -3.337  1.935
C  1.371  -2.547  1.069
P  1.433  -0.683  1.099
C  1.066  -0.430  2.921
C  -0.207  -1.178  3.334
C  -0.523  -0.983  4.815
C  -0.656  0.495  5.165
C  0.597  1.259  4.749
C  0.896  1.052  3.264
C  3.241  -0.264  0.911
C  4.285  -0.727  1.954
C  4.754  0.422  2.843
C  5.487  1.485  2.012
C  4.868  1.616  0.609
C  3.390  1.246  0.640
C  -2.112  -1.763  0.385
C  -2.620  -2.852  1.096
C  -3.610  -2.726  2.060
C  -4.152  -1.474  2.306
C  -3.686  -0.376  1.595
C  -2.655  -0.489  0.661
P  -1.953  0.950  -0.301
C  -3.212  0.888  -1.694
C  -2.766  1.663  -2.935
C  -3.658  1.346  -4.134
C  -5.128  1.611  -3.822
C  -5.569  0.831  -2.586
C  -4.684  1.158  -1.382
C  -2.259  2.539  0.691
C  -3.528  2.931  1.475
C  -3.467  4.410  1.862
C  -3.567  5.313  0.625
C  -2.955  4.628  -0.604
C  -1.795  3.723  -0.204
H  -2.016  -4.162  -1.543
H  -0.855  -3.703  -2.807
H  -2.349  -2.793  -2.608
H  -0.204  -5.054  -0.581
H  1.234  -6.420  0.869
H  2.703  -5.314  2.541
H  2.750  -2.882  2.691
H  1.908  -0.833  3.505
H  -0.120  -2.241  3.110
H  -1.046  -0.806  2.737
H  0.281  -1.425  5.418
H  -1.444  -1.517  5.068
H  -0.850  0.624  6.235
H  -1.519  0.909  4.630
H  1.449  0.904  5.342
H  0.484  2.326  4.963
H  1.770  1.633  2.978
H  0.062  1.438  2.665
H  3.461  -0.759  -0.043
H  5.156  -1.126  1.423
H  3.919  -1.544  2.571
H  5.401  0.046  3.641
H  3.885  0.868  3.336
H  6.547  1.223  1.931
H  5.441  2.446  2.534
H  5.372  0.958  -0.103
H  5.001  2.631  0.228
H  2.916  1.482  -0.310
H  2.879  1.842  1.399
H  -2.199  -3.836  0.906
H  -3.960  -3.594  2.610
H  -4.938  -1.345  3.043
H  -4.152  0.578  1.779
H  -3.122  -0.178  -1.947
H  -1.730  1.404  -3.165
H  -2.794  2.740  -2.747
H  -3.533  0.289  -4.394
H  -3.339  1.927  -5.004
H  -5.757  1.355  -4.681
H  -5.268  2.684  -3.635
H  -5.500  -0.242  -2.795
H  -6.618  1.043  -2.353
H  -5.002  0.571  -0.516
H  -4.826  2.213  -1.130
H  -1.475  2.410  1.448
H  -3.595  2.335  2.383
H  -4.443  2.750  0.905
H  -2.517  4.589  2.376
H  -4.258  4.655  2.576
H  -3.053  6.259  0.819
H  -4.615  5.561  0.430
H  -2.617  5.374  -1.328
H  -3.718  4.036  -1.112
H  -1.056  4.324  0.334
H  -1.267  3.359  -1.085
O  6.884  -0.335  -5.192
S  6.313  -0.917  -3.997
O  7.253  -1.493  -3.064
N  5.292  0.112  -3.261
C  4.040  -0.308  -3.317
S  2.690  0.472  -2.708
C  3.880  -1.639  -3.996
C  2.721  -2.381  -4.161
C  2.821  -3.610  -4.800
C  4.049  -4.085  -5.261
C  5.210  -3.342  -5.083
C  5.090  -2.125  -4.444
H  1.784  -1.999  -3.771
H  1.933  -4.216  -4.933
H  4.099  -5.049  -5.753
H  6.172  -3.704  -5.422
O  0.492  2.988  -2.775
H  1.348  2.651  -3.075
H  0.104  2.212  -2.335

Values from the calculation:
Lowest unoccupied orbital energy (eV): 4.1
Multiplicity: 1
Electronic energy (eV): -105860.3202
Net charge: -2

Atom charges from the Löwdin analysis, given in e for atoms 1 to 99: Pd 0.0140; C -0.2802; Si 0.5029; C -0.2985; C -0.1209; C -0.1151; C -0.1130; C -0.1128; C -0.3496; P 1.0059; C -0.4229; C -0.2033; C -0.2009; C -0.2169; C -0.2084; C -0.2164; C -0.4209; C -0.1923; C -0.2102; C -0.2033; C -0.1909; C -0.2581; C -0.2949; C -0.1143; C -0.1111; C -0.1161; C -0.1230; C -0.3600; P 0.9366; C -0.4234; C -0.2185; C -0.2027; C -0.2206; C -0.2093; C -0.2043; C -0.3985; C -0.2181; C -0.2092; C -0.2064; C -0.2060; C -0.2101; H -0.0042; H -0.0026; H -0.0046; H 0.0777; H 0.0865; H 0.0863; H 0.0735; H 0.1066; H 0.1044; H 0.0986; H 0.1091; H 0.1025; H 0.0978; H 0.1079; H 0.1078; H 0.1017; H 0.0786; H 0.0933; H 0.0903; H 0.1189; H 0.0620; H 0.1001; H 0.0912; H 0.0986; H 0.0967; H 0.1104; H 0.1059; H 0.0256; H 0.0853; H 0.0888; H 0.0871; H 0.0864; H 0.0639; H 0.0991; H 0.0883; H 0.1013; H 0.1135; H 0.1049; H 0.0971; H 0.1079; H 0.1132; H 0.0995; H 0.0983; H 0.0881; H 0.0731; H 0.0888; H 0.0944; H 0.1088; H 0.0988; H 0.0986; H 0.0983; H 0.1094; H 0.0828; H 0.1169; H 0.0583; O -0.3419; S 0.6001; O -0.3390



(2)
ORCA calculation (the ωB97M-V functional and the def2-TZVPD basis) on a cluster of 17 separate species, C44H63BrFN18O2 in total.

Cartesian coordinates (Å):
C  -0.977  3.349  -1.105
C  -0.933  1.790  -1.105
C  -1.373  1.329  -2.507
C  0.460  1.280  -0.719
C  0.591  -0.269  -0.718
C  0.165  -0.852  0.598
C  -1.171  -0.918  0.906
C  -1.541  -1.432  2.112
C  -0.568  -1.869  3.024
C  -0.978  -2.412  4.391
O  -1.117  -3.575  4.597
N  -1.142  -1.393  5.434
C  -2.186  -0.525  5.056
O  -3.329  -0.853  5.002
F  -1.830  0.705  4.710
C  0.722  -1.800  2.670
Br  2.082  -2.390  3.866
N  1.048  -1.303  1.471
H  -0.091  3.800  -0.643
H  -1.913  3.702  -0.672
H  -0.992  3.675  -2.149
H  -1.653  1.481  -0.335
H  -0.783  1.853  -3.256
H  -1.352  0.244  -2.639
H  -2.407  1.651  -2.622
H  1.164  1.632  -1.481
H  0.795  1.706  0.235
H  1.663  -0.480  -0.813
H  0.015  -0.732  -1.516
H  -1.944  -0.565  0.239
H  -2.569  -1.534  2.429
H  -0.298  -0.814  5.344
H  2.030  -1.269  1.208
C  -3.224  2.325  6.906
C  -3.891  3.578  7.266
N  -4.415  4.561  7.548
H  -3.956  1.621  6.510
H  -2.467  2.514  6.151
H  -2.752  1.892  7.779
C  3.199  -4.275  -0.173
C  3.305  -3.053  -0.966
N  3.345  -2.066  -1.555
H  3.407  -5.152  -0.782
H  3.911  -4.237  0.650
H  2.189  -4.352  0.230
C  6.648  -0.498  -2.375
C  6.681  0.764  -3.115
N  6.688  1.764  -3.683
H  6.883  -1.319  -3.039
H  7.379  -0.473  -1.570
H  5.655  -0.652  -1.955
C  -6.697  -0.510  4.256
C  -7.795  -1.243  3.625
N  -8.658  -1.817  3.129
H  -6.537  -0.882  5.266
H  -5.784  -0.643  3.678
H  -6.938  0.550  4.301
C  3.311  3.560  1.449
C  2.189  4.415  1.057
N  1.311  5.090  0.745
H  3.056  2.515  1.280
H  4.192  3.811  0.859
H  3.536  3.707  2.504
C  3.270  1.114  -5.161
C  2.221  1.522  -4.225
N  1.396  1.838  -3.489
H  3.184  1.679  -6.087
H  4.249  1.301  -4.719
H  3.175  0.052  -5.380
C  -8.470  -1.991  -0.351
C  -7.104  -1.517  -0.576
N  -6.026  -1.154  -0.743
H  -8.474  -3.076  -0.270
H  -8.857  -1.566  0.573
H  -9.111  -1.694  -1.179
C  -6.059  2.109  -3.738
C  -4.709  2.599  -4.015
N  -3.648  2.984  -4.235
H  -6.042  1.028  -3.619
H  -6.435  2.563  -2.823
H  -6.719  2.369  -4.564
C  4.019  6.049  -1.794
C  5.229  5.425  -1.253
N  6.170  4.928  -0.818
H  3.152  5.431  -1.568
H  3.879  7.031  -1.348
H  4.107  6.157  -2.873
C  8.770  -4.057  -3.370
C  7.473  -3.804  -2.747
N  6.448  -3.595  -2.267
H  9.535  -4.165  -2.603
H  8.726  -4.971  -3.961
H  9.027  -3.213  -4.014
C  -1.506  -1.530  9.609
C  -1.208  -0.358  8.783
N  -0.983  0.569  8.138
H  -1.321  -2.439  9.041
H  -0.879  -1.529  10.492
H  -2.550  -1.506  9.914
C  -1.515  2.336  -7.374
C  -1.802  0.924  -7.651
N  -2.024  -0.183  -7.867
H  -1.796  2.947  -8.229
H  -2.080  2.664  -6.502
H  -0.452  2.463  -7.179
C  -4.858  1.543  -10.128
C  -5.023  2.614  -9.143
N  -5.146  3.453  -8.368
H  -5.833  1.209  -10.477
H  -4.282  1.907  -10.977
H  -4.332  0.703  -9.674
C  9.890  -0.450  -6.657
C  9.565  -0.828  -5.282
N  9.308  -1.124  -4.201
H  9.077  -0.741  -7.320
H  10.033  0.626  -6.718
H  10.804  -0.951  -6.971
C  -4.369  -4.550  3.559
C  -4.208  -3.632  2.428
N  -4.091  -2.920  1.532
H  -3.421  -4.661  4.083
H  -5.115  -4.159  4.247
H  -4.692  -5.524  3.197
C  2.103  -4.421  10.288
C  0.975  -3.748  10.934
N  0.088  -3.223  11.442
H  2.295  -3.970  9.317
H  2.992  -4.326  10.908
H  1.874  -5.476  10.154

Values from the calculation:
Lowest unoccupied orbital energy (eV): -3.9
Multiplicity: 1
Electronic energy (eV): -150315.8875
Net charge: +1

Atom charges from the Löwdin analysis, given in e for atoms 1 to 99: C -0.0521; C -0.4023; C -0.0959; C -0.1720; C -0.0922; C -0.1745; C 0.0606; C 0.0541; C -0.1544; C -0.4045; O 0.1809; N 0.1915; C -0.5587; O 0.1632; F 0.1466; C -0.5861; Br 0.9007; N 0.1495; H 0.0290; H 0.0798; H 0.0731; H 0.1092; H 0.0356; H 0.0690; H 0.0421; H 0.0644; H 0.1074; H 0.0798; H 0.1229; H 0.1439; H 0.0913; H 0.1330; H 0.1635; C -0.0930; C -0.2723; N 0.1253; H 0.0718; H 0.0672; H 0.0313; C -0.0585; C -0.2750; N 0.1502; H 0.0901; H 0.0839; H 0.0758; C -0.1006; C -0.2867; N 0.1236; H 0.0192; H 0.0877; H 0.0469; C -0.0669; C -0.2642; N 0.1356; H 0.0825; H 0.0619; H 0.0874; C -0.0536; C -0.2711; N 0.1504; H 0.0639; H 0.0589; H 0.0863; C -0.0443; C -0.1952; N 0.1700; H 0.0857; H 0.0513; H 0.0875; C -0.0730; C -0.2895; N 0.1064; H 0.0839; H 0.0464; H 0.0813; C -0.0574; C -0.2529; N 0.1450; H 0.0779; H 0.0827; H 0.0840; C -0.0628; C -0.2855; N 0.1263; H 0.0608; H 0.0866; H 0.0829; C -0.0639; C -0.2620; N 0.1383; H 0.0893; H 0.0854; H 0.0226; C -0.0731; C -0.2418; N 0.1349; H 0.0761; H 0.0356; H 0.0908



We obtain ΔE to the lowest compared entry with this formula, charge and spin values of 0.197; 0.000 eV for the records listed above, in that order.
We obtain F_max values of 0.01055; 0.04736 Eh/bohr for the records listed above, in that order.
We obtain frontier orbital gap values of 4.31; 8.67 eV for the records listed above, in that order.